Run w
14
Properties=species:S:1:pos:R:3:mulliken_charge:R:1 method="wB97M-V/def2-TZVPD" orbital_gap_ha="0.2579 / 0.2763" homo_energy_ev="-7.34 / -7.66"
C 1.13734 0.23534 -0.21196 -0.350
C -1.22376 0.93764 0.67295 -0.927
C 0.26542 -0.88460 -0.43269 0.505
N 1.91710 0.62208 -1.21556 -0.331
N -0.56357 -1.03314 0.69926 0.216
N -1.47184 -1.90110 0.66845 -0.735
O 0.32252 -1.60238 -1.42677 -0.616
H 1.27126 0.68089 0.75931 0.513
H 1.84286 0.10902 -2.08643 0.247
H 2.61786 1.33566 -1.11959 0.219
H -1.91084 -1.90838 1.59808 0.237
H -0.67312 1.85099 0.48131 0.414
H -1.96823 0.71745 -0.08082 0.342
H -1.56300 0.84052 1.69446 0.264

Run x
14
Properties=species:S:1:pos:R:3:mulliken_charge:R:1 method="wB97M-V/def2-TZVPD" orbital_gap_ha="0.2644 / 0.3441" homo_energy_ev="-7.06 / -8.55"
C -1.69561 -0.71878 1.46011 -0.697
N -0.93987 -1.26773 0.35821 -0.576
C 0.53622 -0.06083 -0.49507 0.697
N -0.08739 0.31276 -1.59514 -0.407
C 2.40013 1.34591 -0.66683 -0.004
N 1.23452 -0.23948 0.45680 -0.465
O 2.22927 2.05541 -1.60147 -0.421
H -0.47192 -2.12489 0.64707 0.210
H 0.30736 1.07056 -2.13717 0.247
H -1.04360 -0.00226 -1.66832 0.268
H 3.31849 1.34501 -0.03698 0.311
H -2.51224 -1.40251 1.74228 0.300
H -2.16187 0.22503 1.16315 0.259
H -1.11348 -0.53817 2.37335 0.279

Run y
14
Properties=species:S:1:pos:R:3:mulliken_charge:R:1 method="wB97M-V/def2-TZVPD" orbital_gap_ha=0.3835 homo_energy_ev=-9.64 smiles="[H]/N=C/NC(=O)NC"
H 0.83167 0.21051 -4.02242 0.256
N 1.07071 -0.23602 -3.14034 -0.648
C 0.17705 0.01045 -2.27317 0.005
N 0.29757 -0.50876 -0.99331 -0.274
C -0.38976 0.06048 0.07990 0.618
O -1.24428 0.91629 -0.07407 -0.628
N -0.00216 -0.42192 1.29681 -0.212
C -0.38460 0.24572 2.52247 -0.812
H -0.72562 0.61155 -2.39811 0.338
H 1.16212 -1.00861 -0.83144 0.292
H 0.65776 -1.18149 1.34257 0.200
H -0.87502 1.18046 2.24637 0.310
H 0.50416 0.47169 3.12141 0.297
H -1.07960 -0.35035 3.12333 0.257

What should be chosen as the most stable of them? Choose run y.

Run w
14
Properties=species:S:1:pos:R:3:mulliken_charge:R:1 method="wB97M-V/def2-TZVPD" orbital_gap_ha=0.3940 homo_energy_ev=-9.86 smiles="[H]/N=C/NC(=O)NC"
H 2.83224 -0.40707 2.90114 0.267
N 1.88262 -0.11919 2.67515 -0.629
C 1.71105 -0.14856 1.41946 0.071
N 0.48809 0.22044 0.87689 -0.231
C 0.23509 0.25036 -0.47081 0.480
O 1.04597 -0.07862 -1.31172 -0.597
N -1.09878 0.71589 -0.73795 -0.356
C -1.90545 -0.30920 -1.41483 -0.791
H 2.43458 -0.43614 0.65295 0.328
H -0.24118 0.52419 1.50747 0.273
H -1.00223 1.50652 -1.37223 0.265
H -2.04921 -1.15862 -0.73980 0.301
H -1.44519 -0.67405 -2.34195 0.312
H -2.88760 0.11403 -1.64378 0.307

Run x
14
Properties=species:S:1:pos:R:3:mulliken_charge:R:1 method="wB97M-V/def2-TZVPD" orbital_gap_ha=0.2821 homo_energy_ev=-7.25
C -2.00378 0.14065 1.26533 -0.838
N -1.61464 -0.53422 -0.05650 -0.178
C -0.44263 -0.09441 -0.87598 0.479
O -0.55668 0.05390 -2.06783 -0.553
N 0.66212 0.09724 -0.12014 -0.184
C 1.88207 0.50231 -0.66488 -0.029
N 2.88393 0.65620 0.09026 -0.596
H -1.93188 1.21463 1.04164 0.192
H -1.18655 -0.11997 1.95875 0.177
H -2.40357 -0.46564 -0.70280 0.345
H -1.51025 -1.53056 0.14580 0.323
H 0.55792 0.08582 0.89063 0.252
H 1.82993 0.64722 -1.74626 0.340
H 3.69152 0.95232 -0.45362 0.271

What should be chosen as the most stable of them? Choose run w.

Run w
14
Properties=species:S:1:pos:R:3:mulliken_charge:R:1 method="wB97M-V/def2-TZVPD" orbital_gap_ha="0.3255 / 0.2284" homo_energy_ev="-9.11 / -7.32"
C 0.60434 -0.58313 -0.63657 -0.345
N -0.48334 -0.89118 0.31835 -0.205
C -1.07533 0.39030 0.82754 -0.249
C 1.56152 0.27523 0.03393 0.101
O -1.41923 -1.79085 -0.22081 -0.399
N -1.72478 1.14442 -0.10408 -0.594
N 2.70053 0.63482 0.08188 -0.412
H -1.97887 -1.23447 -0.80515 0.351
H -1.06049 1.69455 -0.64946 0.256
H 3.27299 0.91746 0.86927 0.301
H 1.08767 -1.50936 -0.95205 0.350
H 0.16493 0.01622 -1.46126 0.301
H -1.75480 0.05534 1.61390 0.346
H 0.10486 0.88068 1.08452 0.199

Run x
14
Properties=species:S:1:pos:R:3:mulliken_charge:R:1 method="wB97M-V/def2-TZVPD" orbital_gap_ha=0.3557 homo_energy_ev=-9.18
C -2.42786 0.43810 -0.08011 -0.770
C -1.64541 -0.76517 0.10204 0.037
C 1.89632 -0.26591 -0.06702 0.419
H -1.94160 1.50445 0.52753 0.217
H -2.72597 0.96705 -1.13738 0.259
H -3.56837 0.10095 0.51006 0.227
H -2.11509 -1.85236 0.23758 0.299
H 2.17624 1.60219 1.09651 0.295
H 3.50428 1.24554 -0.59688 0.300
H 1.86618 -2.08106 -0.01738 0.326
N -0.34360 -0.83653 -0.22880 -0.462
N 2.34502 1.01995 -0.01045 -0.607
N 2.54460 -1.25964 -0.00452 -0.472
O 0.43527 0.18246 -0.33117 -0.067

What should be chosen as the most stable of them? Choose run w.

Run w
14
Properties=species:S:1:pos:R:3:mulliken_charge:R:1 method="wB97M-V/def2-TZVPD" orbital_gap_ha=0.3326 homo_energy_ev=-8.32
N -0.87206 0.72529 -0.15556 -0.068
C 0.49546 0.83996 -0.10914 0.556
C 1.13715 -0.71271 0.48135 0.055
N -1.66233 1.86254 0.07090 -0.548
N 0.30414 -1.67357 0.95947 -0.436
C 1.46532 -0.71293 -0.85789 -0.709
O 1.12711 1.85718 -0.14733 -0.532
H -1.25880 -0.19909 -0.02354 0.282
H -2.26872 1.73315 0.87325 0.225
H -2.19474 2.08379 -0.76222 0.225
H 0.23141 -2.57067 0.48559 0.185
H 0.03601 -1.62863 1.92884 0.216
H 1.22108 -1.54912 -1.52234 0.251
H 2.23895 -0.05518 -1.22138 0.298

Run x
14
Properties=species:S:1:pos:R:3:mulliken_charge:R:1 method="wB97M-V/def2-TZVPD" orbital_gap_ha=0.2931 homo_energy_ev=-7.20
C -1.21378 0.38644 -0.12964 -0.547
C 1.41052 0.76796 -0.09894 0.125
N -1.23492 0.34413 1.26161 -0.459
C 1.22932 -0.46198 -0.59050 -0.174
O -0.21073 -2.22444 -0.59793 -0.451
N -0.04116 -0.84362 -0.93560 -0.217
N 1.85366 1.64805 0.64412 -0.539
H -0.69242 -2.59133 -1.35020 0.355
H 1.79965 2.60733 0.29792 0.258
H -1.35974 -0.58665 1.63797 0.256
H -0.45621 0.80904 1.70940 0.302
H 2.04070 -1.16960 -0.73606 0.422
H -2.09152 -0.06311 -0.57991 0.300
H -1.03335 1.37778 -0.53224 0.369

Run y
14
Properties=species:S:1:pos:R:3:mulliken_charge:R:1 method="wB97M-V/def2-TZVPD" orbital_gap_ha="0.3267 / 0.3266" homo_energy_ev="-8.69 / -8.69" smiles="C/N=C(/N)C(N)=O"
C 0.60761 -1.14023 -1.26442 -0.822
N -0.69943 -0.60958 -1.01538 -0.555
C -0.83359 0.36123 -0.19747 0.369
N -2.06097 0.99885 -0.06055 -0.514
C 0.17829 0.77357 0.84203 0.483
N 1.34540 -0.04883 0.94955 -0.499
O -0.09191 1.53928 1.74123 -0.542
H 0.52627 -2.00623 -1.94748 0.281
H 1.09432 -1.17534 -0.17235 0.489
H 1.30157 -0.40568 -1.70690 0.238
H -2.26939 1.26028 0.89487 0.260
H -2.79106 0.43951 -0.48766 0.279
H 2.18953 0.30436 0.50957 0.293
H 1.50336 -0.29119 1.91496 0.241

Run z
14
Properties=species:S:1:pos:R:3:mulliken_charge:R:1 method="wB97M-V/def2-TZVPD" orbital_gap_ha=0.3676 homo_energy_ev=-9.07 smiles="[H]/N=C/O/C(=N/[H])NC"
H -2.61245 0.95631 -1.67411 0.250
N -1.85559 0.75651 -1.02452 -0.581
C -1.45725 -0.42680 -1.18778 0.088
O -0.44941 -0.97767 -0.46571 -0.357
C -0.22900 -0.50202 0.81690 0.626
N -1.14030 -0.64750 1.68229 -0.675
H -0.85792 -0.27028 2.58376 0.208
N 1.05374 -0.03612 0.94736 -0.213
C 1.85446 0.39860 -0.18522 -0.808
H -1.80654 -1.15418 -1.92389 0.371
H 1.26318 0.37762 1.84193 0.234
H 1.36336 1.18948 -0.76637 0.271
H 2.07098 -0.44643 -0.84421 0.251
H 2.80273 0.78249 0.19956 0.333

What should be chosen as the most stable of them? Choose run z.

Run w
14
Properties=species:S:1:pos:R:3:mulliken_charge:R:1 method="wB97M-V/def2-TZVPD" orbital_gap_ha=0.3657 homo_energy_ev=-9.17 smiles="[H]/N=C/N(C=O)NC"
H 3.05514 -1.09054 -0.13937 0.266
N 2.34483 -0.34690 0.01494 -0.573
C 1.21701 -0.91416 -0.10860 0.203
N -0.00643 -0.36764 0.26532 0.259
C -1.20274 -1.02607 -0.09438 0.074
O -2.30667 -0.46156 -0.11518 -0.536
N -0.09930 0.94933 0.67118 -0.527
C 0.04842 1.90553 -0.41999 -0.767
H 0.97650 -1.96316 -0.48072 0.171
H -1.04713 -2.07744 -0.39446 0.286
H -0.99132 1.05727 1.12430 0.286
H 1.14598 1.79683 -0.72466 0.261
H -0.57590 1.62555 -1.31559 0.260
H -0.15973 2.90867 -0.07030 0.337

Run x
14
Properties=species:S:1:pos:R:3:mulliken_charge:R:1 method="wB97M-V/def2-TZVPD" orbital_gap_ha=0.3338 homo_energy_ev=-8.99
C 0.94125 -0.19310 0.58250 -0.703
C 0.43067 -1.19559 -0.41532 -0.126
C 0.58825 1.06903 -0.28414 0.524
N -0.79202 -1.78148 -0.13340 -0.569
N -0.76010 1.41667 0.08300 0.289
N -1.05528 2.47637 0.62305 -0.736
O 1.43685 1.81238 -0.75898 -0.543
H -2.05612 2.44270 0.88397 0.257
H -1.14514 -2.41396 -0.83789 0.221
H -1.50714 -1.12249 0.15789 0.237
H 2.02506 -0.23149 0.66982 0.258
H 0.42148 -0.23294 1.53779 0.388
H 1.17525 -1.89998 -0.78243 0.397
H 0.29700 -0.14611 -1.32585 0.107

What should be chosen as the most stable of them? Choose run w.

Run w
14
Properties=species:S:1:pos:R:3:mulliken_charge:R:1 method="wB97M-V/def2-TZVPD" orbital_gap_ha=0.3626 homo_energy_ev=-9.28
C -2.51138 -0.62279 0.13003 -0.351
N -1.34006 -0.11922 -0.03089 -0.417
N -0.34716 -0.77170 -0.42306 -0.179
C 0.93185 -0.14631 0.00697 0.775
C 2.05075 -1.20761 0.09104 -1.108
N 1.08999 1.08027 0.24302 -0.461
O 0.12676 2.11294 -0.12640 -0.369
H -3.39764 0.06993 0.60280 0.236
H -2.44747 -1.77573 0.16941 0.183
H -0.25571 -1.82554 0.11428 0.325
H 2.99796 -0.69970 -0.16968 0.322
H 2.15003 -1.93570 1.00675 0.253
H 2.04216 -1.98881 -0.66648 0.384
H -0.75022 1.78681 0.06226 0.408

Run x
14
Properties=species:S:1:pos:R:3:mulliken_charge:R:1 method="wB97M-V/def2-TZVPD" orbital_gap_ha=0.3860 homo_energy_ev=-9.56
C -0.92214 1.73173 -0.68179 -0.867
N -0.16756 0.51594 -0.93388 -0.509
C 0.17189 -0.02246 0.17304 0.635
N -0.07125 0.52612 1.41684 -0.530
C 0.64713 -1.45301 0.25595 0.429
N 0.90086 -2.06041 -0.92041 -0.385
O 0.73225 -1.98886 1.35292 -0.653
H -0.27557 2.59119 -0.45859 0.263
H -1.48082 1.54606 0.25111 0.365
H -1.55365 1.97956 -1.53942 0.282
H 0.03222 -0.14602 2.16018 0.239
H 0.31884 1.43866 1.60561 0.208
H 0.64449 -1.59824 -1.78123 0.262
H 1.02331 -3.06025 -0.90034 0.261

Run y
14
Properties=species:S:1:pos:R:3:mulliken_charge:R:1 method="wB97M-V/def2-TZVPD" orbital_gap_ha=0.3834 homo_energy_ev=-9.64 smiles="[H]/N=C/NC(=O)NC"
H -3.90143 -0.85447 -0.50715 0.267
N -3.07445 -0.89916 0.08255 -0.641
C -2.15513 -0.18789 -0.42451 0.040
N -0.93188 -0.07331 0.20972 -0.250
C 0.12436 0.64626 -0.31802 0.450
O 0.08003 1.16436 -1.41377 -0.548
N 1.23579 0.67926 0.52317 -0.274
C 2.39976 -0.13128 0.23515 -0.754
H -2.18611 0.38857 -1.35140 0.340
H -0.77232 -0.64437 1.02751 0.271
H 1.09796 0.92796 1.48858 0.267
H 2.29806 -0.62296 -0.73708 0.305
H 2.52759 -0.92992 0.98395 0.258
H 3.25779 0.53694 0.20130 0.269

Run z
14
Properties=species:S:1:pos:R:3:mulliken_charge:R:1 method="wB97M-V/def2-TZVPD" orbital_gap_ha=0.3120 homo_energy_ev=-7.89
C -0.69727 0.12734 -0.14882 0.648
C 1.00895 -0.14504 0.08087 0.281
N -1.34827 -0.73771 0.76184 -0.639
N 1.54953 -1.24370 -0.48859 -0.393
C 1.29304 0.95498 0.67041 -0.505
O -0.47180 1.55283 0.57991 -0.540
N -1.09586 0.25149 -1.38733 -0.843
H -0.56488 2.21612 -0.12572 0.369
H -2.35184 -0.59997 0.74028 0.252
H -1.01132 -0.59972 1.70785 0.235
H 0.93084 -1.72554 -1.12900 0.235
H 2.54374 -1.26449 -0.65215 0.243
H -1.62475 -0.57005 -1.67107 0.249
H 1.83988 1.78343 1.06151 0.408

What should be chosen as the most stable of them? Choose run x.

Run w
14
Properties=species:S:1:pos:R:3:mulliken_charge:R:1 method="wB97M-V/def2-TZVPD" orbital_gap_ha=0.3404 homo_energy_ev=-8.27 smiles="ON=C1NCCN1"
O -2.51828 -0.81598 0.80904 -0.440
N -1.84857 0.44956 0.77971 -0.604
C -0.68288 0.33079 0.27380 0.391
N -0.27001 -0.89618 -0.23308 -0.344
C 1.18097 -0.86820 -0.23315 -0.439
C 1.34859 0.70771 -0.56521 -0.474
N 0.30455 1.35791 0.20692 -0.304
H -3.53203 -0.42094 0.90406 0.367
H -0.80020 -1.67216 0.32131 0.338
H 1.70256 -1.40584 -1.08812 0.291
H 1.65307 -1.02395 0.68181 0.336
H 1.30513 1.03949 -1.63751 0.284
H 2.28592 1.02487 -0.13128 0.295
H -0.12881 2.19292 -0.08831 0.303

Run x
14
Properties=species:S:1:pos:R:3:mulliken_charge:R:1 method="wB97M-V/def2-TZVPD" orbital_gap_ha=0.3509 homo_energy_ev=-8.99
H -3.61705 0.78564 0.30086 0.226
N -2.67715 0.59249 -0.08550 -0.387
N -2.34222 -0.58063 0.09840 -0.179
C -0.82115 -0.96362 -0.29982 -0.010
C 0.01372 0.08928 0.32510 0.354
N -0.11298 1.30590 0.46237 -0.665
H -1.10131 1.60613 0.29216 0.371
O 1.28833 -0.71247 0.29311 -0.320
C 2.46108 0.02516 0.01624 -0.684
H -0.76455 -0.89331 -1.38676 0.221
H -0.68594 -1.95680 0.11707 0.255
H 2.47128 1.00191 0.51396 0.316
H 3.31974 -0.52090 0.40783 0.239
H 2.56817 0.22123 -1.05500 0.263

What should be chosen as the most stable of them? Choose run w.

Run w
8
Properties=species:S:1:pos:R:3:mulliken_charge:R:1 method="wB97M-V/def2-TZVPD" orbital_gap_ha=0.2919 homo_energy_ev=-8.94
C -0.71707 1.43234 0.32193 -0.279
C 1.31204 -0.40953 0.20455 0.142
H -1.40642 2.46168 -0.06640 0.211
H 0.31025 1.79038 0.65866 0.378
H 2.02996 -1.19055 1.16986 0.268
N -1.38811 0.26638 -0.16564 -0.287
O 1.56966 0.75297 -0.38410 -0.486
S -0.45901 -1.06792 -0.04304 0.052

Run x
8
Properties=species:S:1:pos:R:3:mulliken_charge:R:1 method="wB97M-V/def2-TZVPD" orbital_gap_ha=0.3396 homo_energy_ev=-8.60 smiles="C1=NSCO1"
C 0.15205 1.01335 -0.99050 0.143
N 0.84802 0.86754 0.09147 -0.463
S 0.58137 -0.62499 0.95264 -0.003
C -1.04557 -0.60679 0.03979 -0.319
O -0.87947 0.18917 -1.12271 -0.341
H 0.22449 1.73736 -1.70301 0.421
H -1.82472 -0.12636 0.63986 0.276
H -1.24100 -1.63670 -0.13350 0.287

What should be chosen as the most stable of them? Choose run x.